i | The following is a quantum chemistry calculation of an isolated molecule of C7H8S2, from the Open Molecules 2025 dataset.

Positions of all 17 atoms, in Å:
C (2.5538, -2.0755, 0.3796)
C (2.5057, -0.9162, 1.1189)
C (1.4418, 0.0255, 1.2577)
C (0.3602, 0.0820, 0.5393)
S (-1.1088, 0.9804, 0.9436)
C (-2.6402, 0.0666, 0.5249)
C (-3.7838, 0.9281, 0.8113)
C (-2.5662, -1.1356, 0.0278)
S (-2.4346, -2.6824, -0.2497)
H (3.4791, -2.7314, 0.4958)
H (1.7090, -2.4249, -0.1515)
H (3.3358, -0.7224, 1.7189)
H (1.6111, 0.6267, 2.1886)
H (0.4095, -0.6492, -0.3549)
H (-4.6691, 0.6801, 0.2766)
H (-3.5315, 2.0793, 0.5779)
H (-4.0991, 0.7919, 1.8525)

HOMO in eV: -7.7
Orbital gap in Ha: 0.2604
Molecular weight in Da: 156.28

ii | The following is a quantum chemistry calculation of a cluster of 2 separate species, C7H8S2 in total, from the Open Molecules 2025 dataset.

Positions of all 17 atoms, in Å:
C (0.2291, 0.0966, 3.3973)
C (0.0394, 0.7737, 2.4120)
C (0.3238, 0.2455, -4.2900)
C (-0.4078, -0.0252, -3.2193)
C (0.0765, 0.1267, -1.8432)
C (-0.8696, 0.3156, -0.7492)
C (0.4694, -0.7298, 4.5551)
S (-0.2737, -1.2835, -0.6797)
S (-0.1878, 1.8398, 1.1721)
H (-0.0785, 0.1285, -5.2821)
H (1.3396, 0.5986, -4.2239)
H (-1.4243, -0.3827, -3.3160)
H (1.0824, 0.5123, -1.7290)
H (-1.9013, 0.6005, -0.7778)
H (-0.2887, -1.5108, 4.6201)
H (0.4135, -0.1183, 5.4564)
H (1.4581, -1.1877, 4.4971)

HOMO (spin up / spin down) in eV: -7.9 / -7.9
Orbital gap (spin up / spin down) in Ha: 0.2594 / 0.2592
Molecular weight in Da: 156.28

Calculated relative energies: i 0.0000; ii 0.0383, given in hartree

i | The following is a quantum chemistry calculation of a cluster of 2 separate species, C3H10NO3 in total, from the Open Molecules 2025 dataset.

Positions of all 17 atoms, in Å:
C (-1.0098, 0.0627, -1.3377)
C (-0.5576, -1.1547, -0.5150)
C (0.9015, -1.1046, -0.1226)
O (1.3216, -2.2793, 0.3166)
O (1.5910, -0.1101, -0.1423)
N (-0.6758, 1.3551, -0.6354)
H (-0.7202, 0.1536, -2.3777)
H (-2.0812, -0.1445, -1.4058)
H (-0.8503, -2.0758, -1.0140)
H (-1.1274, -1.1124, 0.4163)
H (2.2691, -2.2653, 0.3943)
H (-1.2998, 1.5111, 0.1637)
H (-0.7599, 2.0488, -1.3816)
H (0.3167, 1.3751, -0.3524)
H (-0.4422, 2.8176, 2.4127)
H (-1.6458, 2.0310, 2.5310)
O (-0.9556, 2.1977, 1.8954)

HOMO in eV: -14.9
Orbital gap in Ha: 0.4325
Molecular weight in Da: 108.12
Charge: +1

ii | The following is a quantum chemistry calculation of a cluster of 2 separate species, C3H10NO3 in total, from the Open Molecules 2025 dataset.

Positions of all 17 atoms, in Å:
O (-0.5391, 2.4637, 0.2108)
C (-0.2382, 1.5875, -0.7652)
C (-0.8945, 0.2493, -0.4419)
N (-0.1105, -0.5118, 0.5860)
C (-0.8535, -1.6594, 1.1742)
O (0.2815, 1.8824, -1.7942)
H (-0.2074, 3.3451, -0.0281)
H (-1.0887, -0.3370, -1.3281)
H (-1.8511, 0.4859, 0.0193)
H (0.7638, -0.8199, 0.1495)
H (0.1951, 0.1690, 1.2844)
H (-1.0074, -1.5481, 2.2421)
H (-0.3373, -2.5857, 0.9482)
H (-1.8525, -1.7369, 0.7498)
H (2.3309, -0.4807, -1.7462)
H (3.1480, -0.1960, -0.4542)
O (2.2611, -0.3074, -0.8066)

HOMO in eV: -14.9
Orbital gap in Ha: 0.4284
Molecular weight in Da: 108.12
Charge: +1

Calculated relative energies: i 0.0000; ii 0.0170, given in hartree

i | The following is a quantum chemistry calculation of a cluster of 2 separate species, C8H17N in total, from the Open Molecules 2025 dataset.

Positions of all 26 atoms, in Å:
C (-2.0644, 1.2830, -2.0072)
C (-0.8299, 0.3717, -2.0042)
C (-1.1992, -1.0510, -1.5762)
C (0.1939, 0.9622, -1.1392)
N (0.7988, 1.8326, -0.6735)
H (-1.8142, 2.2843, -2.3625)
H (-2.4737, 1.3708, -1.0023)
H (-2.8371, 0.8724, -2.6561)
H (-0.4124, 0.3331, -3.0199)
H (-0.3614, -1.7343, -1.7005)
H (-1.9836, -1.4395, -2.2278)
H (-1.5878, -1.0638, -0.5595)
C (-0.3840, -0.4173, 1.9717)
C (1.1249, -0.4648, 1.8442)
C (1.6036, -1.1380, 0.3212)
C (1.7735, 0.8669, 2.0167)
H (-0.6666, -0.1397, 2.9884)
H (-0.8364, -1.3818, 1.7425)
H (-0.7943, 0.3426, 1.3081)
H (1.5405, -1.2114, 2.5235)
H (2.6545, -1.3402, 0.5226)
H (1.0943, -2.0976, 0.2893)
H (1.7098, -0.7308, -0.6794)
H (2.8492, 0.7856, 2.1608)
H (1.5646, 1.4620, 1.0861)
H (1.3376, 1.4430, 2.8332)

HOMO in eV: -10.2
Orbital gap in Ha: 0.4076
Molecular weight in Da: 127.23

ii | The following is a quantum chemistry calculation of a structure of composition C8H17N, from the Open Molecules 2025 dataset.

Positions of all 26 atoms, in Å:
C (0.3048, 0.6957, 0.1342)
C (-0.7649, -0.2061, 0.5130)
C (0.2912, -1.7298, 0.9185)
C (1.0191, 0.5393, -1.1836)
C (1.2154, 1.2025, 1.2367)
C (-1.8379, -0.6391, -0.4606)
C (0.7045, -2.5975, -0.2466)
C (-0.9422, 2.2215, -0.1189)
N (-0.5651, 3.0605, -0.9985)
H (-1.1795, 0.0247, 1.4945)
H (-1.2100, 3.8571, -1.1105)
H (-0.4435, -2.2412, 1.5448)
H (1.1302, -1.4651, 1.5608)
H (-1.8135, 2.4320, 0.5357)
H (1.1428, 1.5408, -1.6198)
H (2.0178, 0.1165, -1.0555)
H (2.1182, 0.5923, 1.3265)
H (0.7111, 1.2240, 2.2054)
H (1.5492, 2.2159, 0.9932)
H (0.4749, -0.0540, -1.9180)
H (-1.4697, -0.7362, -1.4817)
H (-2.2545, -1.6050, -0.1590)
H (-2.6539, 0.0875, -0.4663)
H (-0.1232, -2.7833, -0.9366)
H (1.0417, -3.5828, 0.1010)
H (1.5370, -2.1703, -0.8084)

HOMO in eV: -8.0
Orbital gap in Ha: 0.3283
Molecular weight in Da: 127.23

Calculated relative energies: i 0.0000; ii 0.0559, given in hartree

i | The following is a quantum chemistry calculation of an isolated molecule of C2H3NS2, from the Open Molecules 2025 dataset.

Positions of all 8 atoms, in Å:
C (-1.5266, -0.7879, -0.1626)
C (0.8872, 0.5315, 0.3825)
N (-2.2517, 0.1793, -0.6106)
S (-0.0859, -0.7874, 0.7645)
S (-1.7668, 1.6756, -0.9747)
H (-2.0409, -1.7919, -0.0940)
H (1.7402, 0.9574, 1.0270)
H (0.7845, 0.9950, -0.5673)

HOMO (spin up / spin down) in eV: -8.5 / -7.8
Orbital gap (spin up / spin down) in Ha: 0.2832 / 0.2314
Molecular weight in Da: 105.19

ii | The following is a quantum chemistry calculation of a structure of composition C2H3NS2, from the Open Molecules 2025 dataset.

Positions of all 8 atoms, in Å:
C (0.9199, -0.6373, 2.6724)
C (-0.7639, -0.2645, -0.8117)
H (1.6673, 0.3660, 2.4956)
H (0.8842, -1.3722, 3.3414)
H (-1.8900, -0.9082, -0.7498)
N (0.1258, -1.0330, 1.5706)
S (0.2131, 0.2349, 0.5444)
S (-0.3680, 0.6749, -2.2472)

HOMO in eV: -8.6
Orbital gap in Ha: 0.2802
Molecular weight in Da: 105.19

iii | The following is a quantum chemistry calculation of an isolated molecule of C2H3NS2, from the Open Molecules 2025 dataset.

Positions of all 8 atoms, in Å:
C (0.9010, -2.6131, 0.3960)
C (-0.1067, -2.0505, 0.7641)
S (-1.2789, -0.9914, 1.3148)
S (-1.8433, 0.2927, -0.2486)
N (-0.7300, 1.5414, -0.3835)
H (1.5417, -3.3409, 0.0483)
H (-1.0358, 2.3163, 0.3125)
H (-0.1206, 1.7807, -1.1739)

HOMO in eV: -8.9
Orbital gap in Ha: 0.3429
Molecular weight in Da: 105.19

Calculated relative energies: i 0.0322; ii 0.0594; iii 0.0000, given in hartree

i | The following is a quantum chemistry calculation of an isolated molecule of C2H3NS2, from the Open Molecules 2025 dataset.

Positions of all 8 atoms, in Å:
C (0.7789, 0.8963, -0.2081)
C (0.2383, -0.5701, 0.0718)
N (0.0976, 1.9008, -0.2095)
S (-1.4143, -0.9847, -0.4482)
S (-2.7974, -0.0163, 0.5344)
H (1.8333, 0.7034, -0.3234)
H (0.9149, -1.2969, -0.5100)
H (0.3486, -0.6325, 1.0930)

HOMO (spin up / spin down) in eV: -9.1 / -8.8
Orbital gap (spin up / spin down) in Ha: 0.2710 / 0.2885
Molecular weight in Da: 105.19

ii | The following is a quantum chemistry calculation of an isolated molecule of C2H3NS2, from the Open Molecules 2025 dataset.

Positions of all 8 atoms, in Å:
S (0.0657, -0.7741, -2.3725)
C (-0.1790, 0.0036, -0.9213)
N (0.7188, -0.2463, 0.1268)
C (0.6034, 0.0625, 1.4695)
S (-0.6713, 0.8558, 2.0501)
H (-1.0253, 0.6151, -0.7534)
H (1.5903, -0.4605, -0.2598)
H (1.5460, -0.1352, 1.9959)

HOMO in eV: -9.0
Orbital gap in Ha: 0.2891
Molecular weight in Da: 105.19

Calculated relative energies: i 0.0719; ii 0.0000, given in hartree

i | The following is a quantum chemistry calculation of a structure of composition CBr3NO2, from the Open Molecules 2025 dataset.

Positions of all 7 atoms, in Å:
C (0.8853, -0.0198, -0.0767)
N (-1.3925, 0.1710, 0.0642)
O (-1.8820, 0.9202, 0.8208)
O (-1.8520, -0.7476, -0.5444)
Br (1.0068, -1.8993, -0.6012)
Br (1.6277, 1.1728, -1.2646)
Br (1.6067, 0.4026, 1.6019)

HOMO (spin up / spin down) in eV: -10.0 / -9.4
Orbital gap (spin up / spin down) in Ha: 0.3051 / 0.2854
Molecular weight in Da: 297.73

ii | The following is a quantum chemistry calculation of a structure of composition CBr3NO2, from the Open Molecules 2025 dataset.

Positions of all 7 atoms, in Å:
C (1.9315, 0.2380, -0.4496)
N (-1.3114, -0.6598, 0.7184)
O (-1.7041, -0.4425, 1.7612)
O (-0.2628, -0.8406, 0.2138)
Br (2.4695, -0.9287, -1.8438)
Br (3.0864, 1.7294, -0.3578)
Br (1.9355, -0.5649, 1.2584)

HOMO (spin up / spin down) in eV: -9.3 / -9.1
Orbital gap (spin up / spin down) in Ha: 0.2775 / 0.2943
Molecular weight in Da: 297.73

Calculated relative energies: i 0.0000; ii 0.0422, given in hartree